{
  "formula": "C30H75BN5O2",
  "method": "the ωB97M-V functional and the def2-TZVPD basis",
  "symbols": ["C", "H", "H", "C", "C", "H", "H", "H", "H", "C", "H", "C", "N", "C", "C", "H", "N", "H", "H", "H", "H", "H", "H", "H", "H", "H", "H", "H", "H", "C", "H", "C", "H", "H", "C", "H", "H", "C", "C", "N", "B", "H", "C", "H", "H", "N", "H", "H", "C", "H", "H", "H", "C", "C", "C", "C", "H", "H", "C", "H", "H", "H", "O", "C", "O", "H", "H", "H", "H", "H", "H", "H", "C", "H", "H", "H", "H", "N", "H", "C", "H", "H", "H", "C", "H", "C", "H", "H", "H", "H", "C", "H", "H", "H", "H", "H", "H", "C", "H", "H", "H", "C", "H", "C", "H", "H", "C", "H", "H", "C", "H", "H", "H"],
  "positions_angstrom": [[-4.65, 0.81, -3.81], [1.52, -0.42, 0.27], [0.34, 2.03, 1.45], [2.11, 2.20, 3.34], [-0.05, 1.03, 1.63], [-3.70, 9.43, -5.80], [4.19, -9.41, 5.17], [-1.95, 6.84, -1.80], [0.47, -4.52, -2.75], [4.55, -7.18, 3.51], [-3.94, 6.49, -1.07], [5.25, -9.61, 5.32], [5.85, -7.45, 4.10], [-0.91, -1.32, -2.28], [-3.90, 1.08, 0.71], [1.15, -2.56, -3.81], [-4.02, 7.61, -3.81], [4.45, -7.86, 2.66], [-0.69, 7.19, -2.99], [-0.82, -0.25, -2.48], [-4.74, 0.44, 0.43], [-4.02, 3.25, -2.96], [5.50, -9.35, 6.35], [2.33, 0.25, 3.80], [6.41, -5.56, 4.75], [-5.39, 3.39, -0.23], [2.38, -0.50, -4.39], [2.34, -2.16, -2.58], [5.19, -1.62, 3.43], [-4.81, 7.04, -1.45], [5.37, -7.30, 7.04], [1.57, -0.47, -3.65], [-0.20, -2.86, -0.26], [-5.27, 1.68, -3.97], [3.09, -0.99, 1.64], [6.01, -9.35, 3.33], [4.29, -6.31, 6.07], [-3.38, 9.79, -4.82], [0.43, -3.05, -1.14], [0.42, -1.83, -1.93], [3.48, -2.19, 2.66], [0.68, -0.13, -4.17], [-4.34, 0.59, -2.34], [4.30, 0.62, 2.66], [-5.29, 0.45, -1.79], [-3.51, 1.63, -1.77], [1.46, -3.17, -0.77], [1.33, 2.31, 4.09], [-5.40, 3.30, -1.32], [-1.77, 8.47, -2.45], [-2.21, 7.41, -4.79], [5.23, -5.51, 2.33], [1.61, -0.87, 1.26], [-2.67, 7.07, -3.86], [6.12, -8.87, 4.31], [1.39, -1.83, -3.02], [-2.21, 2.06, -0.22], [3.71, -7.40, 4.19], [-1.72, 7.41, -2.70], [-3.79, 9.45, -2.74], [-2.04, -2.95, -3.22], [7.17, -8.96, 4.59], [4.80, -2.37, 2.98], [-4.96, 6.90, -2.97], [2.51, -3.07, 3.09], [-3.37, 0.59, 1.53], [5.60, -5.56, 6.98], [-1.09, -4.41, -1.92], [-3.79, -0.35, -2.22], [-1.53, -1.41, -1.38], [-5.19, 9.30, -3.78], [-4.71, 8.08, -1.14], [6.26, -6.56, 5.18], [0.28, -5.20, -1.14], [-5.96, 7.23, -3.25], [-4.90, 5.84, -3.24], [-0.95, 1.13, 2.23], [2.20, 0.77, 2.94], [-6.13, 2.53, -1.58], [-1.63, -1.97, -3.47], [3.37, 1.13, 1.24], [0.49, -0.46, 3.09], [-3.57, 10.86, -4.75], [-4.02, 2.99, -1.90], [-5.69, 6.63, -0.95], [4.42, -5.75, 3.01], [3.47, -5.62, 2.50], [-5.18, -0.05, -4.21], [-3.72, 0.93, -4.38], [3.07, 2.51, 3.74], [5.32, -6.43, 6.38], [-2.30, 9.65, -4.74], [-0.97, -2.09, -4.32], [-2.77, 5.99, -3.96], [3.70, -1.21, 0.76], [-5.76, 4.24, -1.72], [1.87, 2.81, 2.46], [0.96, 0.08, 2.26], [1.98, -2.77, 3.83], [-4.30, 2.02, 1.08], [1.83, 0.28, -2.90], [-0.01, -4.37, -1.78], [-0.33, 0.63, 0.66], [-4.12, 9.06, -3.71], [-2.46, -1.33, -3.79], [-3.27, 3.66, -1.44], [-2.94, 1.28, -0.48], [4.45, -5.03, 3.83], [7.24, -6.89, 5.51], [3.39, 0.44, 2.08], [1.10, -1.83, 1.22], [5.40, -10.69, 5.21], [-2.37, 0.36, -0.63]],
  "energy_ev": -44543.407,
  "total_charge": 1,
  "gap_ev": 6.1
}

{
  "formula": "C30H75O20P5",
  "method": "the ωB97M-V functional and the def2-TZVPD basis",
  "symbols": ["O", "O", "H", "C", "O", "O", "C", "P", "C", "H", "C", "C", "C", "H", "O", "O", "H", "H", "H", "C", "O", "C", "H", "H", "P", "C", "H", "C", "C", "H", "C", "H", "H", "H", "O", "H", "H", "H", "H", "O", "H", "H", "H", "C", "C", "H", "H", "O", "O", "H", "H", "P", "H", "H", "H", "P", "C", "H", "C", "H", "H", "H", "O", "H", "H", "H", "O", "H", "H", "H", "C", "H", "O", "C", "H", "H", "H", "H", "H", "H", "H", "P", "C", "H", "H", "O", "C", "H", "C", "O", "C", "H", "O", "O", "H", "O", "C", "H", "C", "H", "H", "H", "C", "C", "C", "H", "H", "C", "C", "H", "H", "H", "H", "H", "H", "H", "H", "H", "H", "H", "H", "O", "C", "H", "H", "H", "H", "H", "H", "H"],
  "positions_angstrom": [[10.81, 5.94, -17.10], [11.17, 10.07, -11.58], [10.19, 21.16, -11.18], [5.22, 6.99, -13.84], [4.85, 5.28, -9.44], [9.94, 4.14, -18.51], [10.77, 21.88, -13.10], [8.93, 4.54, -7.40], [5.70, 3.40, -10.68], [7.95, 19.04, -14.35], [11.42, 16.14, -10.44], [11.17, 4.59, -6.02], [11.04, 11.50, -11.55], [13.13, 5.13, -15.31], [8.66, 9.72, -11.16], [12.45, 4.25, -18.06], [12.51, 11.81, -10.00], [10.45, 7.79, -17.93], [12.39, 16.14, -10.93], [11.43, 5.74, -11.83], [9.53, 19.89, -12.61], [8.60, 8.96, -14.15], [13.07, 3.99, -6.92], [4.13, 3.46, -9.21], [9.07, 18.68, -11.71], [11.32, 4.00, -14.95], [9.30, 16.25, -10.71], [9.16, 1.83, -18.24], [6.62, 17.29, -14.37], [9.12, 7.05, -8.96], [10.56, 20.76, -12.13], [11.46, 22.61, -12.66], [8.42, 9.90, -14.68], [6.05, 6.29, -13.91], [10.37, 3.99, -7.01], [11.38, 15.31, -9.72], [5.48, 2.49, -11.26], [11.18, 21.55, -14.06], [13.20, 4.03, -13.94], [10.31, 17.70, -11.85], [10.98, 3.21, -14.27], [13.34, 6.80, -17.87], [12.56, 7.76, -16.56], [6.66, 2.11, -5.61], [12.33, 12.09, -11.04], [6.04, 8.03, -12.14], [7.06, 2.41, -4.64], [8.95, 6.10, -7.12], [10.27, 7.76, -11.40], [10.46, 5.50, -12.29], [12.46, 13.17, -11.11], [4.54, 6.67, -10.04], [12.82, 8.42, -18.19], [10.12, 15.71, -12.16], [8.47, 6.88, -14.84], [11.12, 4.45, -17.52], [5.64, 8.89, -9.13], [11.32, 5.34, -10.82], [10.14, 8.21, -7.41], [13.16, 11.60, -11.57], [12.25, 7.52, -10.95], [12.64, 5.64, -7.28], [8.72, 19.00, -10.34], [9.87, 7.79, -15.38], [9.87, 1.37, -17.55], [10.79, 5.55, -5.66], [8.00, 4.01, -6.25], [4.61, 9.22, -9.22], [6.22, 4.05, -11.40], [10.18, 11.83, -10.97], [12.57, 7.52, -17.62], [6.60, 16.35, -13.81], [5.79, 7.53, -9.54], [12.82, 4.15, -14.96], [4.34, 6.39, -14.08], [11.13, 6.64, -19.03], [8.38, 8.13, -16.14], [10.86, 11.83, -12.58], [6.61, 17.01, -15.42], [5.75, 17.83, -14.00], [11.42, 17.00, -9.75], [9.86, 9.23, -11.82], [12.59, 4.88, -6.50], [7.78, 8.79, -13.45], [11.97, 7.72, -12.65], [4.86, 6.44, -11.57], [5.11, 7.55, -12.44], [6.78, 2.98, -7.58], [8.80, 7.86, -15.17], [7.92, 18.06, -12.55], [11.57, 7.25, -11.76], [7.32, 1.32, -5.97], [3.25, 7.27, -9.70], [8.56, 4.23, -8.77], [11.25, 3.98, -5.11], [9.81, 9.16, -13.40], [7.90, 18.01, -14.00], [6.24, 9.49, -9.82], [10.21, 16.38, -11.30], [10.93, 8.61, -8.05], [4.30, 8.28, -12.38], [8.36, 2.32, -17.68], [6.78, 3.31, -6.54], [4.49, 4.03, -10.07], [6.07, 9.09, -7.69], [8.74, 17.38, -14.29], [5.62, 1.79, -5.54], [9.78, 2.87, -19.16], [11.20, 7.00, -18.00], [5.21, 9.08, -7.02], [5.28, 7.77, -14.60], [10.64, 7.94, -6.48], [6.77, 8.35, -7.29], [6.51, 3.10, -10.02], [10.72, 2.55, -19.60], [5.93, 3.99, -6.44], [8.60, 1.09, -18.80], [3.65, 4.07, -10.75], [9.82, 22.37, -13.35], [9.40, 8.98, -7.23], [11.51, 20.26, -11.93], [10.73, 3.64, -16.23], [9.68, 6.91, -8.03], [10.80, 4.90, -14.63], [13.28, 3.37, -15.57], [10.62, 6.43, -8.34], [6.53, 10.08, -7.55], [13.15, 5.18, -5.61], [9.04, 3.09, -19.92], [12.19, 5.18, -12.36]],
  "energy_ev": -119734.674,
  "gap_ev": 10.5
}

{
  "formula": "C30H77Cl3N8O8",
  "method": "the ωB97M-V functional and the def2-TZVPD basis",
  "symbols": ["O", "H", "H", "H", "H", "H", "H", "H", "C", "H", "C", "C", "H", "H", "H", "O", "O", "H", "H", "N", "H", "H", "Cl", "O", "H", "N", "C", "C", "C", "H", "H", "H", "H", "H", "H", "H", "H", "O", "C", "O", "H", "C", "H", "H", "N", "H", "H", "H", "H", "H", "H", "N", "H", "H", "O", "C", "H", "H", "C", "H", "C", "C", "H", "H", "C", "H", "Cl", "H", "N", "H", "H", "C", "H", "C", "H", "C", "C", "H", "C", "H", "C", "H", "H", "Cl", "N", "C", "H", "H", "H", "N", "O", "N", "H", "H", "C", "H", "H", "C", "H", "H", "H", "H", "H", "C", "H", "C", "C", "H", "H", "H", "H", "H", "H", "C", "H", "H", "C", "C", "H", "H", "H", "C", "H", "C", "H", "H"],
  "positions_angstrom": [[20.43, 0.42, -5.98], [12.69, -1.63, -10.70], [12.46, 4.26, -4.37], [16.46, 3.27, 1.31], [9.30, 0.40, -5.75], [23.41, 2.61, -5.28], [16.80, 0.48, -4.06], [14.63, -1.89, -13.71], [15.01, 0.09, -5.97], [12.88, 11.12, -4.68], [14.39, -0.83, -9.70], [19.55, 0.71, -7.09], [15.52, 6.20, -5.81], [15.67, -2.59, -2.32], [18.58, -0.82, 0.04], [15.19, 8.17, -5.40], [9.77, 3.69, -6.57], [20.14, 1.04, -7.95], [16.75, 9.45, -4.90], [23.39, 2.67, -6.29], [16.23, 4.72, 0.32], [15.53, -7.17, -12.07], [11.48, 0.56, -6.61], [14.86, -0.83, -4.90], [17.52, -2.11, 0.66], [17.00, -1.37, -1.25], [9.65, 4.50, -5.67], [21.37, 1.43, -5.70], [22.29, 1.83, -6.84], [16.58, 7.32, -6.62], [14.84, 12.17, -6.16], [20.88, 2.28, -5.21], [14.75, 3.05, -1.95], [14.44, -2.82, -4.56], [15.74, -3.01, -0.61], [17.00, -0.46, 0.67], [17.33, -1.57, -3.29], [16.00, -7.15, -10.06], [13.74, 0.56, -9.49], [18.94, -0.89, -2.36], [14.35, -6.03, -9.51], [10.35, 6.18, -4.06], [16.11, -8.69, -11.37], [14.91, 3.59, 0.41], [15.85, -0.82, -9.80], [14.22, -2.59, -10.88], [24.29, 2.27, -6.53], [19.03, -0.24, -7.22], [15.17, -6.12, -7.20], [22.17, 0.01, -8.05], [14.47, -8.18, -10.96], [15.60, -3.76, -8.73], [14.91, -1.56, -1.17], [10.81, 7.10, -4.45], [14.03, -0.86, -12.03], [15.80, 3.32, -2.03], [15.71, -0.29, -6.72], [16.24, 2.73, -2.84], [22.90, 0.58, -7.47], [15.53, 12.55, -4.76], [14.33, -2.06, -5.34], [9.84, -0.04, -6.58], [16.08, -3.32, -7.94], [16.27, -0.32, -9.02], [16.00, 3.65, 0.40], [12.69, 0.44, -9.23], [8.95, 0.44, -8.03], [16.42, -5.01, -6.68], [16.84, 1.20, -4.78], [21.87, 2.39, -7.67], [16.05, 9.66, -6.53], [15.82, 9.43, -5.48], [16.36, 2.27, -7.10], [15.51, 1.37, -5.34], [8.67, 4.96, -5.48], [14.93, 10.52, -4.90], [15.81, -2.18, -1.32], [15.93, 4.38, -2.22], [15.39, -5.91, -9.84], [13.28, -1.93, -5.61], [16.09, 7.11, -5.65], [15.08, 10.65, -3.83], [12.29, 4.32, -6.14], [9.84, -1.80, -6.44], [15.45, 11.80, -5.44], [17.80, -1.28, -2.34], [16.01, -0.22, -10.61], [14.60, 2.61, -6.91], [17.21, -5.04, -9.15], [16.47, 2.97, -0.78], [18.34, 2.12, 0.18], [10.65, 5.08, -4.97], [17.43, 0.83, -5.52], [14.85, -2.44, -6.23], [17.62, 2.24, -0.78], [13.09, 9.37, -4.89], [15.96, -3.23, -9.52], [13.71, -1.58, -13.22], [13.11, -0.94, -13.87], [15.91, 3.41, -5.95], [10.80, 5.97, -3.09], [14.09, -1.34, -8.78], [12.55, 5.80, -5.22], [12.06, 4.83, -5.21], [14.30, 1.06, -8.70], [13.77, -1.60, -10.84], [15.48, -7.82, -11.19], [13.81, 1.19, -10.38], [15.37, -5.32, -10.77], [23.68, 0.80, -8.19], [18.93, 1.53, -6.72], [22.00, 0.99, -4.92], [17.84, 1.79, -1.76], [17.56, -1.19, 0.07], [13.28, 10.49, -6.28], [23.30, -0.10, -6.71], [16.17, -5.13, -8.80], [13.45, 10.35, -5.21], [9.28, 6.31, -3.97], [14.02, 0.15, -6.43], [14.79, 1.70, -4.59], [15.54, 2.48, -6.39], [16.90, 6.99, -4.93], [16.18, -5.78, -7.42], [16.95, -6.55, -7.36], [13.10, -2.46, -12.98]],
  "energy_ev": -98223.539,
  "gap_ev": 9.4
}

no.,LUMO energy (eV)
1,-3.354
2,0.421
3,0.325